No. 1
{"formula": "C49H43AuN2O2PS", "method": "ωB97M-V with the def2-TZVPD basis set", "total_charge": 1, "de_lowest_ev": 2.773, "e_tot_ev": -82395.502, "max_force_ev_per_a": 1.78, "molar_mass_da": 951.90, "spin_multiplicity": 1, "symbols": ["Au", "O", "C", "C", "C", "C", "C", "C", "C", "C", "C", "O", "C", "C", "C", "C", "C", "C", "C", "C", "C", "C", "C", "C", "N", "C", "C", "C", "C", "C", "C", "C", "C", "C", "C", "C", "C", "H", "H", "H", "H", "H", "H", "H", "H", "H", "H", "H", "H", "H", "H", "H", "H", "H", "H", "H", "H", "H", "H", "H", "H", "H", "H", "H", "S", "C", "C", "N", "C", "H", "H", "H", "C", "P", "C", "C", "C", "C", "C", "C", "C", "C", "C", "C", "C", "C", "H", "H", "H", "H", "H", "H", "H", "H", "H", "H", "H", "H", "H"], "positions_angstrom": [[-0.02190, 0.10520, 0.20910], [-1.88420, -0.12570, -0.75950], [-2.64610, 0.90360, -1.18730], [-2.43460, 2.17150, -0.29520], [-1.14150, 2.86070, -0.55830], [-1.12060, 4.09640, -1.19340], [0.08920, 4.68870, -1.50170], [1.25170, 4.08010, -1.06960], [1.17010, 2.88660, -0.36360], [2.39230, 2.25490, 0.20380], [2.79040, 0.99970, -0.63770], [2.05950, -0.08190, -0.25470], [2.68760, 1.43140, -2.09950], [3.68700, 2.23580, -2.63690], [3.56060, 2.74980, -3.91270], [2.43320, 2.46770, -4.66570], [1.44510, 1.65100, -4.14400], [1.57320, 1.12900, -2.86720], [4.21860, 0.50950, -0.34230], [4.74900, -0.41860, -1.23250], [5.98880, -0.97890, -0.99670], [6.70470, -0.62120, 0.13420], [6.17350, 0.29210, 1.02800], [4.92620, 0.85080, 0.80060], [-0.00570, 2.28620, -0.16190], [-4.14260, 0.49990, -1.07720], [-4.47000, -0.79220, -0.69560], [-5.79490, -1.16130, -0.54330], [-6.80540, -0.24610, -0.77650], [-6.48160, 1.03610, -1.18360], [-5.15840, 1.40410, -1.35110], [-2.44630, 1.15710, -2.68890], [-2.78250, 2.35680, -3.29960], [-2.61990, 2.52190, -4.66500], [-2.15250, 1.47730, -5.44560], [-1.82040, 0.27370, -4.84480], [-1.97000, 0.11610, -3.47790], [-2.45490, 1.80250, 0.73270], [-3.25350, 2.87350, -0.43250], [-2.04880, 4.57940, -1.44420], [0.12010, 5.61670, -2.05090], [2.21820, 4.52190, -1.24710], [2.16610, 1.90100, 1.20970], [3.21180, 2.97150, 0.22260], [4.56930, 2.45260, -2.05360], [4.33980, 3.36980, -4.32370], [2.33700, 2.86190, -5.66610], [0.56970, 1.41670, -4.73190], [0.80530, 0.48510, -2.45510], [4.17730, -0.68570, -2.10780], [6.39100, -1.69040, -1.70120], [7.67150, -1.06070, 0.32120], [6.73280, 0.57590, 1.90670], [4.53880, 1.56790, 1.50810], [-3.67370, -1.49400, -0.50390], [-6.03120, -2.16610, -0.22860], [-7.83840, -0.52760, -0.64290], [-7.26090, 1.75950, -1.37020], [-4.94540, 2.40010, -1.70370], [-3.18510, 3.17410, -2.72480], [-2.85690, 3.47160, -5.12260], [-2.04890, 1.59670, -6.51520], [-1.44410, -0.54590, -5.44240], [-1.71700, -0.82570, -3.01440], [-0.56270, -4.51170, -0.49320], [0.65240, -4.24070, 0.69370], [0.78430, -2.91200, 0.93460], [-0.05590, -2.13730, 0.21150], [-0.81470, -2.82350, -0.57980], [1.18610, -5.05750, 1.13620], [1.47540, -2.44020, 1.60840], [-1.54400, -2.36420, -1.21780], [1.90960, 0.10460, 3.34690], [0.16330, 0.21590, 2.78680], [-0.37840, 1.93280, 3.06340], [-1.75810, 2.14300, 3.12830], [-2.26240, 3.42240, 3.26610], [-1.40240, 4.51050, 3.30840], [-0.03600, 4.30580, 3.23520], [0.47840, 3.02570, 3.11820], [-0.62240, -0.62030, 4.21590], [-0.76250, 0.09850, 5.39880], [-1.26550, -0.51980, 6.52630], [-1.61760, -1.85990, 6.48720], [-1.47050, -2.58020, 5.31290], [-0.97980, -1.96200, 4.17320], [2.13590, 0.86770, 4.09150], [2.58100, 0.18700, 2.49460], [2.06080, -0.87570, 3.80100], [-2.43230, 1.29450, 3.09910], [-3.32910, 3.57920, 3.32230], [-1.78740, 5.51570, 3.40260], [0.64330, 5.14390, 3.26470], [1.55120, 2.89620, 3.09320], [-0.47640, 1.14020, 5.43050], [-1.38050, 0.04750, 7.43720], [-2.00730, -2.34280, 7.37120], [-1.74290, -3.62530, 5.28720], [-0.87400, -2.51960, 3.25240]]}

No. 2
{"formula": "C44H35BrN8OP2SSe3Tc", "method": "ωB97M-V with the def2-TZVPD basis set", "de_lowest_ev": 0.000, "e_tot_ev": -357856.874, "max_force_ev_per_a": 2.41, "molar_mass_da": 1200.62, "spin_multiplicity": 4, "symbols": ["Tc", "Se", "P", "C", "C", "C", "C", "C", "C", "C", "C", "C", "C", "C", "C", "C", "C", "N", "N", "N", "P", "Se", "C", "C", "C", "C", "C", "C", "C", "C", "C", "C", "C", "C", "H", "H", "H", "H", "H", "H", "H", "H", "H", "H", "H", "H", "H", "H", "H", "H", "H", "H", "H", "H", "O", "C", "C", "C", "N", "C", "Br", "C", "H", "H", "H", "H", "S", "C", "N", "N", "C", "C", "C", "C", "C", "C", "N", "N", "C", "C", "C", "C", "C", "C", "H", "H", "H", "H", "H", "H", "H", "H", "H", "H", "H", "Se"], "positions_angstrom": [[1.66344, 0.58124, 0.90626], [-4.75676, -1.62970, 0.24019], [-4.11125, 0.12171, -0.70696], [-5.15312, 1.56489, -0.30744], [-5.86646, 2.27143, -1.27086], [-6.68158, 3.32894, -0.89194], [-6.80226, 3.67391, 0.44406], [-6.12271, 2.94444, 1.41033], [-5.30502, 1.88981, 1.04161], [-4.08638, 0.00152, -2.52677], [-4.41105, -1.21941, -3.10951], [-4.49297, -1.33558, -4.48809], [-4.25335, -0.23245, -5.29427], [-3.92985, 0.98813, -4.71870], [-3.84659, 1.10750, -3.34044], [-2.45434, 0.57281, -0.11503], [-1.12269, 0.42197, -0.51884], [-0.37145, 0.68824, 0.59104], [-1.18332, 0.99469, 1.58659], [-2.42048, 0.91242, 1.19160], [-0.24294, 0.32015, -2.06048], [1.88443, 0.26777, -1.62620], [-0.55596, 1.83009, -3.00935], [-1.20293, 2.90946, -2.41560], [-1.31510, 4.11049, -3.09883], [-0.77792, 4.23843, -4.37172], [-0.11446, 3.16840, -4.95698], [0.01376, 1.97122, -4.27359], [-0.71852, -1.18275, -2.93384], [-0.99309, -1.23762, -4.29357], [-1.20157, -2.47150, -4.89138], [-1.14259, -3.63312, -4.13765], [-0.88284, -3.57293, -2.77395], [-0.66005, -2.34948, -2.17062], [-5.80018, 1.99738, -2.31473], [-7.23071, 3.87635, -1.64753], [-7.43625, 4.50235, 0.73302], [-6.24066, 3.19074, 2.45756], [-4.77922, 1.31415, 1.78827], [-4.61742, -2.06859, -2.47001], [-4.75845, -2.28629, -4.93187], [-4.32195, -0.31998, -6.37161], [-3.75811, 1.85643, -5.34350], [-3.61925, 2.06820, -2.90163], [-1.61911, 2.81615, -1.41973], [-1.81716, 4.94700, -2.63059], [-0.85852, 5.17997, -4.89899], [0.31999, 3.27400, -5.94240], [0.57900, 1.15522, -4.70722], [-1.05084, -0.33211, -4.88060], [-1.40619, -2.52220, -5.95322], [-1.29457, -4.59209, -4.61630], [-0.83949, -4.47642, -2.18063], [-0.43147, -2.29695, -1.11110], [1.61976, 2.89167, 6.56119], [1.56235, 2.27838, 5.37148], [1.55394, 0.89240, 5.22569], [1.49967, 0.34613, 3.96580], [1.46385, 1.10101, 2.86155], [1.48484, 2.42172, 3.02920], [1.52264, 3.31238, 1.34990], [1.52030, 3.07370, 4.22791], [1.69567, 2.24408, 7.27018], [1.60287, 0.24050, 6.08774], [1.49180, -0.72450, 3.81192], [1.55223, 4.15044, 4.29518], [4.03225, 0.52201, 1.26040], [4.11286, -1.32225, 1.70398], [5.23447, -1.83820, 2.14673], [6.33717, -1.11348, 2.13387], [7.39085, -1.36189, 2.99349], [8.45478, -0.45829, 3.02414], [9.48262, -0.63132, 3.93174], [9.47405, -1.71051, 4.80609], [8.43401, -2.62872, 4.74776], [7.39527, -2.46543, 3.84808], [3.02633, -1.99787, 1.53957], [1.83064, -1.43353, 1.31926], [0.79393, -2.38580, 1.25270], [-0.46876, -2.11778, 1.78598], [-1.48350, -3.05636, 1.69821], [-1.25233, -4.29228, 1.11108], [0.01248, -4.58147, 0.61759], [1.02532, -3.63995, 0.67727], [6.33981, -0.23385, 1.63200], [8.45263, 0.39346, 2.35397], [10.28949, 0.08909, 3.96768], [10.27087, -1.83095, 5.52835], [8.42760, -3.47638, 5.42109], [6.57461, -3.16715, 3.80307], [-0.65196, -1.18454, 2.29781], [-2.45949, -2.82761, 2.10473], [-2.04722, -5.02441, 1.05249], [0.21321, -5.55273, 0.18068], [2.00450, -3.85042, 0.26992], [4.78213, 1.65223, 2.96634]]}

No. 3
{"formula": "C43H48ClMoN4OSi", "method": "ωB97M-V with the def2-TZVPD basis set", "total_charge": 1, "de_lowest_ev": 0.000, "e_tot_ev": -75632.837, "max_force_ev_per_a": 3.85, "molar_mass_da": 796.36, "spin_multiplicity": 3, "symbols": ["Mo", "Cl", "C", "C", "C", "C", "O", "C", "C", "N", "C", "C", "C", "C", "C", "C", "C", "C", "N", "C", "C", "H", "H", "H", "H", "H", "H", "H", "H", "H", "H", "C", "Si", "C", "C", "N", "C", "C", "C", "C", "C", "C", "H", "H", "H", "H", "H", "H", "H", "H", "H", "H", "H", "H", "H", "H", "C", "C", "C", "C", "C", "C", "C", "C", "N", "C", "C", "C", "C", "C", "C", "C", "C", "C", "C", "H", "H", "H", "H", "H", "H", "H", "H", "H", "H", "H", "H", "H", "H", "H", "H", "H", "H", "H", "H", "H", "H", "H", "H"], "positions_angstrom": [[-0.28483, -0.04168, 0.56925], [-0.78709, -5.60731, 5.32730], [-0.72603, -4.48414, 4.01723], [-0.74197, -4.95854, 2.70705], [-0.68891, -4.06168, 1.65508], [-0.60830, -2.69360, 1.89365], [-0.51999, -1.83033, 0.89951], [-0.62014, -2.19875, 3.22543], [-0.66992, -0.80599, 3.50994], [-0.73421, 0.16606, 2.62232], [-1.02429, 1.46921, 3.03899], [-1.22350, 1.91194, 4.34272], [-1.58435, 3.23284, 4.59338], [-1.76909, 4.12744, 3.56817], [-1.54406, 3.73044, 2.23819], [-1.68868, 4.60102, 1.13950], [-1.45935, 4.10874, -0.12625], [-1.06241, 2.79419, -0.30093], [-0.85871, 1.92634, 0.71843], [-1.14662, 2.39536, 1.98031], [-0.66862, -3.13166, 4.27764], [-0.79140, -6.02041, 2.51796], [-0.69278, -4.41568, 0.63319], [-0.72179, -0.54917, 4.56275], [-1.11379, 1.24037, 5.17953], [-1.74817, 3.54851, 5.61295], [-2.10108, 5.13645, 3.76424], [-1.98632, 5.62594, 1.30281], [-1.56833, 4.73723, -0.99838], [-0.87019, 2.41992, -1.29665], [-0.66898, -2.78531, 5.30220], [4.35120, -0.59256, 0.17900], [2.69331, -1.43442, 0.54071], [2.05036, -2.26265, -1.03388], [2.85189, -2.89252, 1.76666], [1.59909, -0.09822, 1.06029], [2.18512, 0.79398, 1.97925], [2.95591, 0.33434, 3.05366], [3.56410, 1.21272, 3.93319], [3.39872, 2.58101, 3.79382], [2.61918, 3.05750, 2.75305], [2.03132, 2.17914, 1.85847], [4.97712, -1.24289, -0.43013], [4.89446, -0.36753, 1.09432], [4.21266, 0.34040, -0.36717], [2.57598, -3.20928, -1.15792], [2.24430, -1.66722, -1.92018], [0.98522, -2.48051, -0.98507], [3.86931, -3.27891, 1.71128], [2.18373, -3.70592, 1.48697], [2.65486, -2.66832, 2.81270], [3.07195, -0.72631, 3.20854], [4.18307, 0.81921, 4.72791], [3.88086, 3.26624, 4.47497], [2.48872, 4.12319, 2.61912], [1.47084, 2.58958, 1.03237], [2.30302, -0.45999, -5.55337], [1.99418, 0.23892, -4.26090], [2.77550, 1.31297, -3.84618], [2.54359, 1.92649, -2.62462], [3.36470, 3.10040, -2.17387], [1.51496, 1.45203, -1.82326], [0.67103, 0.41614, -2.22939], [0.93821, -0.18346, -3.46431], [-0.35030, 0.00973, -1.34214], [-1.66732, -0.41748, -1.87378], [-2.11417, 0.23624, -3.18839], [-3.53963, -0.22769, -3.52367], [-3.56618, -1.74675, -3.69761], [-3.12410, -2.41171, -2.39494], [-4.08172, -2.03574, -1.26540], [-4.08851, -0.51679, -1.10422], [-4.51389, 0.16207, -2.40992], [-2.68472, -0.00007, -0.79203], [-1.71128, -1.94672, -2.04120], [3.37677, -0.46650, -5.73183], [1.83789, 0.06309, -6.39012], [1.93867, -1.48527, -5.54877], [3.57923, 1.67503, -4.47382], [4.22372, 3.24838, -2.82465], [3.71633, 2.96904, -1.14979], [2.76087, 4.00945, -2.20174], [1.36401, 1.90238, -0.85372], [0.35976, -1.03718, -3.78757], [-1.44750, -0.04302, -4.00232], [-2.08199, 1.32627, -3.09391], [-3.84548, 0.25203, -4.45674], [-2.90435, -2.04573, -4.51332], [-4.57577, -2.07039, -3.95909], [-3.11796, -3.49742, -2.51972], [-3.76905, -2.51025, -0.32998], [-5.09103, -2.38651, -1.48845], [-4.76743, -0.22618, -0.29599], [-4.51827, 1.24798, -2.27729], [-5.52654, -0.14331, -2.67846], [-2.34682, -0.36670, 0.21147], [-2.73526, 1.09019, -0.75433], [-1.01975, -2.25072, -2.82835], [-1.39287, -2.42106, -1.11182]]}

No. 4
{"formula": "C6H9ClO", "method": "ωB97M-V with the def2-TZVPD basis set", "smiles": "C=CCOC(=C)CCl", "de_lowest_ev": 1.729, "e_tot_ev": -20935.922, "max_force_ev_per_a": 2.03, "molar_mass_da": 132.59, "spin_multiplicity": 1, "symbols": ["C", "C", "C", "C", "C", "C", "H", "H", "H", "H", "H", "H", "H", "H", "H", "O", "Cl"], "positions_angstrom": [[0.26087, 0.52754, 2.08228], [0.86572, -0.40946, 1.01477], [1.92415, -1.19278, 1.25978], [-0.35025, 0.69928, -0.75693], [-1.20384, 0.38291, -1.91800], [-1.61915, -0.80015, -2.34993], [0.43895, 0.15099, 3.08241], [-0.78654, 0.56222, 1.86138], [2.36127, -1.70025, 0.41132], [2.38312, -1.19245, 2.24148], [0.41699, 1.34138, -1.04645], [-0.95580, 1.20532, -0.01807], [-1.55792, 1.24968, -2.46160], [-1.29851, -1.70462, -1.88973], [-2.12304, -0.84745, -3.35180], [0.26933, -0.44989, -0.18841], [0.97465, 2.17771, 2.02749]]}

No. 5
{"formula": "C4H9N3O", "method": "ωB97M-V with the def2-TZVPD basis set", "smiles": "NC(N)=O.CC#CN", "de_lowest_ev": 1.310, "e_tot_ev": -10811.152, "max_force_ev_per_a": 0.61, "molar_mass_da": 115.14, "spin_multiplicity": 1, "symbols": ["C", "C", "C", "C", "N", "N", "N", "O", "H", "H", "H", "H", "H", "H", "H", "H", "H"], "positions_angstrom": [[3.51404, -1.02212, -0.70689], [-2.37424, 0.27740, -0.04226], [1.61842, 0.63132, 0.12491], [2.47819, -0.11924, -0.24473], [-3.49348, -0.41024, -0.42668], [-1.77266, -0.17810, 1.08894], [0.62340, 1.40388, 0.61961], [-1.95772, 1.23250, -0.67242], [-3.96253, -1.01984, 0.21961], [-4.05682, 0.01957, -1.14018], [0.96622, 2.26684, 1.02621], [-1.98903, -1.09486, 1.43838], [-0.83986, 0.18637, 1.26238], [-0.11074, 1.59081, -0.06697], [4.48647, -0.68451, -0.34751], [3.53479, -1.04730, -1.79699], [3.33555, -2.03247, -0.33539]]}